No. 1
DFT (ωB97M-V with the def2-TZVPD basis set) results for a structure of composition C10H10KO6S.

```
! RIJCOSX wB97M-V def2-TZVPD def2/J DEFGRID3
* xyz -1 1
K 0.176 -0.136 -2.482
C 1.583 0.967 -0.860
C 1.692 1.701 -2.103
C 1.641 3.370 -1.974
O 1.536 3.955 -3.018
C 1.672 3.960 -0.630
C 1.667 3.143 0.491
C 1.628 1.647 0.364
O 1.778 0.844 1.379
O 1.756 3.827 1.651
O 1.638 1.199 -3.167
H 1.613 -0.112 -0.849
H 1.842 5.026 -0.621
C -2.599 -2.365 0.876
C -1.435 -3.229 0.326
C -0.086 -2.470 0.670
S -0.449 -0.715 0.644
O -0.549 -0.223 -0.727
O 0.309 -0.010 1.682
C -2.161 -1.073 1.349
H -3.182 -2.919 1.611
H -3.249 -2.280 0.005
H -1.425 -3.211 -0.764
H -1.413 -4.234 0.749
H 0.744 -2.545 -0.033
H 0.270 -2.617 1.690
H -2.906 -0.278 1.315
H -2.093 -1.222 2.426
*
```

Calculated values
Max |F|   9.80 eV/Å
Highest occupied orbital energy   -2.677 eV

***

No. 2
DFT (ωB97M-V with the def2-TZVPD basis set) results for the molecule C10H10N2.

```
! RIJCOSX wB97M-V def2-TZVPD def2/J DEFGRID3
* xyz 0 1
N -5.086 -0.012 0.913
C -3.921 0.047 0.688
C -2.447 0.152 0.688
C -1.787 -0.365 1.840
C -0.364 -0.591 1.755
C 0.351 -0.307 0.583
C -0.310 0.177 -0.514
C -1.717 0.473 -0.453
C 0.486 0.519 -1.792
N 1.786 -0.108 -1.936
C 2.511 0.205 -0.678
C 1.879 -0.373 0.540
H -2.268 -0.562 2.748
H 0.291 -0.908 2.557
H -2.368 0.873 -1.210
H 0.753 1.646 -1.809
H -0.013 0.217 -2.720
H 1.563 -1.126 -1.774
H 2.541 1.325 -0.674
H 3.556 0.034 -0.697
H 2.348 0.123 1.397
H 2.216 -1.439 0.549
*
```

Calculated values
Max |F|   4.31 eV/Å
Structure (SMILES)   N#Cc1ccc2c(c1)CNCC2
Highest occupied orbital energy   -9.569 eV

***

No. 3
DFT (ωB97M-V with the def2-TZVPD basis set) results for a cluster of 2 separate species, C10H10N2 in total.

```
! RIJCOSX wB97M-V def2-TZVPD def2/J DEFGRID3
* xyz 0 1
C 4.142 -0.815 0.051
C 2.877 -1.367 -0.010
C 1.777 -0.516 -0.050
N 1.866 0.823 -0.016
C 3.108 1.359 -0.001
C 4.248 0.579 0.028
H 5.000 -1.473 0.067
H 2.750 -2.437 -0.075
H 0.749 -0.899 -0.055
H 3.174 2.443 -0.011
H 5.240 1.041 -0.011
C -4.157 0.806 0.012
C -4.255 -0.593 0.033
C -3.093 -1.351 -0.006
N -1.875 -0.811 -0.027
C -1.760 0.533 -0.013
C -2.880 1.375 -0.011
H -5.045 1.411 0.084
H -5.220 -1.063 0.067
H -3.145 -2.431 0.010
H -0.754 0.947 -0.035
H -2.746 2.441 -0.033
*
```

Calculated values
Max |F|   1.18 eV/Å
Structure (SMILES)   c1ccncc1.c1ccncc1
Highest occupied orbital energy   -9.564 eV

***

No. 4
DFT (ωB97M-V with the def2-TZVPD basis set) results for the molecule C10H10N2.

```
! RIJCOSX wB97M-V def2-TZVPD def2/J DEFGRID3
* xyz 0 1
N 1.149 -2.716 0.020
C 1.019 -1.346 -0.066
C 2.164 -0.631 0.009
C 2.109 0.741 -0.074
C 0.953 1.459 -0.097
N 0.960 2.858 -0.122
C -0.302 0.682 -0.086
C -1.541 1.408 0.228
C -2.684 0.632 0.156
C -2.707 -0.801 -0.240
C -1.453 -1.350 -0.258
C -0.214 -0.697 -0.186
H 0.297 -3.260 0.351
H 2.087 -3.042 0.423
H 3.131 -1.187 0.206
H 3.124 1.142 0.210
H 0.207 3.176 -0.758
H 1.912 3.251 -0.136
H -1.497 2.409 0.508
H -3.729 0.980 0.341
H -3.648 -1.297 -0.051
H -1.337 -2.409 -0.379
*
```

Calculated values
Max |F|   4.59 eV/Å
Structure (SMILES)   Nc1ccc(N)c2ccccc12
Highest occupied orbital energy   -6.829 eV

***

No. 5
DFT (ωB97M-V with the def2-TZVPD basis set) results for a cluster of 2 separate species, C10H10N2 in total.

```
! RIJCOSX wB97M-V def2-TZVPD def2/J DEFGRID3
* xyz 0 1
C 0.864 2.192 1.966
C 0.754 1.030 1.006
C 1.847 0.177 0.945
C 1.772 -0.890 0.125
C 0.661 -1.034 -0.846
C 0.109 -2.224 -1.554
C -1.006 -2.171 -2.147
C -1.795 -1.178 -1.940
C -0.321 0.001 -0.696
C -0.407 0.987 0.218
H 0.529 2.017 3.117
H 1.914 2.203 2.478
H 0.701 3.298 1.640
H 2.552 0.230 1.733
H 2.528 -1.769 -0.195
H 0.791 -3.245 -1.404
H -1.640 -3.115 -2.609
H -2.716 -1.304 -2.387
H -2.135 1.383 1.806
H -1.967 1.531 -0.429
N -1.500 0.054 -1.354
N -1.535 1.828 0.527
*
```

Calculated values
Max |F|   11.41 eV/Å
Highest occupied orbital energy   -7.999 eV

***

No. 6
DFT (ωB97M-V with the def2-TZVPD basis set) results for a structure of composition C10H10N2.

```
! RIJCOSX wB97M-V def2-TZVPD def2/J DEFGRID3
* xyz 0 1
C -0.475 0.224 -0.618
C -1.279 1.313 -0.403
C -2.542 1.039 0.002
C -2.901 -0.268 0.166
C -2.059 -1.271 -0.126
C 0.795 -0.885 0.849
C 0.623 0.485 0.969
C 1.533 1.356 0.366
C 2.642 0.816 -0.319
C 2.713 -0.562 -0.432
H 0.619 0.346 -1.046
H -0.829 2.293 -0.801
H -3.287 1.882 0.169
H -3.937 -0.413 0.432
H -2.345 -2.361 -0.205
H 0.106 -1.562 1.307
H -0.228 0.856 1.589
H 1.526 2.434 0.506
H 3.491 1.452 -0.661
H 3.480 -1.092 -1.008
N -0.780 -1.082 -0.556
N 1.794 -1.392 0.125
*
```

Calculated values
Max |F|   5.71 eV/Å
Highest occupied orbital energy   -7.671 eV

***

No. 7
DFT (ωB97M-V with the def2-TZVPD basis set) results for the molecule C10H10N2O2.

```
! RIJCOSX wB97M-V def2-TZVPD def2/J DEFGRID3
* xyz 0 1
C 0.844 -1.669 1.991
O -0.206 -0.599 1.854
C -0.588 -0.389 0.528
C -1.693 -1.128 0.067
C -1.998 -0.963 -1.284
N -3.058 -1.631 -1.917
C -1.263 -0.062 -2.183
C -0.282 0.763 -1.651
C 0.087 0.530 -0.235
C 1.191 1.337 0.442
C 1.230 2.702 0.371
N 2.466 3.079 0.905
C 3.140 1.916 1.182
O 2.332 0.832 0.966
H 1.038 -1.620 3.099
H 0.489 -2.693 1.750
H 1.666 -1.392 1.373
H -2.340 -1.685 0.777
H -2.932 -1.633 -2.933
H -3.260 -2.582 -1.513
H -1.669 0.145 -3.154
H 0.250 1.507 -2.226
H 0.458 3.456 0.030
H 4.100 1.780 1.762
*
```

Calculated values
Max |F|   3.79 eV/Å
Structure (SMILES)   COc1cc(N)ccc1-c1cnco1
Highest occupied orbital energy   -8.014 eV

***

No. 8
DFT (ωB97M-V with the def2-TZVPD basis set) results for a cluster of 2 separate species, C10H10N2O2 in total.

```
! RIJCOSX wB97M-V def2-TZVPD def2/J DEFGRID3
* xyz 0 1
O 0.964 0.484 0.700
C 1.405 -0.329 -0.098
C 1.120 -1.705 0.202
C 1.825 -2.600 -0.593
N 2.179 -2.181 -1.948
C 2.217 -0.825 -2.356
O 2.330 -0.495 -3.540
N 2.041 0.103 -1.401
H 0.618 -1.812 1.195
H 1.784 -3.729 -0.484
H 2.227 -2.869 -2.758
H 1.934 0.952 -1.803
C -3.078 0.201 2.143
C -3.755 1.298 1.709
C -3.133 2.483 1.178
C -1.746 2.357 1.004
C -1.082 1.292 1.516
C -1.736 0.218 2.081
H -3.578 -0.706 2.513
H -4.925 1.512 1.789
H -3.753 3.337 0.884
H -1.240 3.113 0.466
H -0.001 1.246 1.384
H -1.180 -0.756 2.273
*
```

Calculated values
Max |F|   6.72 eV/Å
Structure (SMILES)   O=c1cc[nH]c(=O)[nH]1.c1ccccc1
Highest occupied orbital energy   -8.669 eV

***

No. 9
DFT (ωB97M-V with the def2-TZVPD basis set) results for the ion C10H10N2P with charge +1.

```
! RIJCOSX wB97M-V def2-TZVPD def2/J DEFGRID3
* xyz 1 1
C 3.015 -1.026 -0.374
C 2.308 -1.515 0.633
C 2.471 -0.036 -1.218
C 0.978 -1.013 0.889
C 1.295 0.608 -0.898
C 0.512 0.151 0.210
C -3.263 -0.144 0.115
C -2.291 -1.137 0.019
C -1.733 1.465 0.104
C -0.765 0.572 0.630
N -3.071 1.149 0.041
N -1.407 2.633 -0.294
P -1.439 -2.429 -0.362
H 3.996 -1.451 -0.491
H 2.768 -2.372 1.078
H 3.115 0.462 -1.908
H 0.683 -1.097 1.864
H 0.849 1.250 -1.501
H -4.262 -0.535 0.592
H -1.251 0.264 1.619
H -0.441 2.823 -0.418
H -2.127 3.263 -0.526
H 0.058 -1.886 0.197
*
```

Calculated values
Max |F|   4.59 eV/Å
Highest occupied orbital energy   -12.249 eV

***

No. 10
DFT (ωB97M-V with the def2-TZVPD basis set) results for a cluster of 2 separate species, C10H10N3 in total.

```
! RIJCOSX wB97M-V def2-TZVPD def2/J DEFGRID3
* xyz 1 1
C -1.870 -0.021 1.631
C -0.411 -2.263 -2.166
C -0.645 -0.877 -2.460
C 0.375 -2.545 -1.122
C -0.367 0.078 -1.559
C 0.811 -1.520 -0.334
C 0.394 -0.248 -0.442
C 0.878 0.448 1.840
C 0.597 2.528 1.801
C 0.416 2.068 0.419
N -2.019 1.105 1.515
N 0.988 1.535 2.580
N 0.652 0.718 0.580
H -0.907 -2.883 -2.791
H -1.241 -0.529 -3.285
H 0.510 -3.582 -0.784
H -0.621 1.071 -1.722
H 1.360 -1.915 0.402
H 1.154 -0.560 2.298
H 0.866 3.528 2.057
H -1.684 -1.027 1.974
H -0.461 2.350 -0.277
H 1.225 2.539 -0.154
*
```

Calculated values
Max |F|   4.23 eV/Å
Highest occupied orbital energy (spin up / spin down)   -13.305 / -13.305 eV

***

No. 11
DFT (ωB97M-V with the def2-TZVPD basis set) results for the molecule C10H10N4O2S.

```
! RIJCOSX wB97M-V def2-TZVPD def2/J DEFGRID3
* xyz 0 1
N 2.785 0.784 -1.534
N 1.672 1.650 -1.776
C 0.523 1.781 -1.017
C 0.177 0.905 0.185
C -1.200 1.275 0.734
O -1.641 0.447 1.849
C -1.311 -0.871 1.738
C -1.894 -1.794 2.652
C -1.591 -3.151 2.563
C -0.696 -3.608 1.566
C -0.123 -2.700 0.672
C -0.405 -1.351 0.757
O 0.223 -0.506 -0.120
N -0.245 2.748 -1.504
N 0.387 3.218 -2.609
C 1.527 2.486 -2.835
S 2.490 2.552 -4.177
H 3.602 1.020 -2.102
H 2.491 -0.179 -1.674
H 0.933 1.133 0.895
H -1.209 2.311 1.086
H -1.937 1.130 -0.072
H -2.542 -1.395 3.443
H -2.043 -3.877 3.237
H -0.459 -4.663 1.516
H 0.573 -3.089 -0.106
H -0.085 3.743 -3.368
*
```

Calculated values
Max |F|   1.87 eV/Å
Structure (SMILES)   Nn1c([C@H]2COc3ccccc3O2)n[nH]c1=S
Highest occupied orbital energy   -8.237 eV

***

No. 12
DFT (ωB97M-V with the def2-TZVPD basis set) results for the ion C10H10NO2S with charge +1.

```
! RIJCOSX wB97M-V def2-TZVPD def2/J DEFGRID3
* xyz 1 1
C 1.495 2.122 -0.912
C 2.428 1.252 -1.409
C 0.404 1.549 -0.272
C 2.290 -0.111 -1.320
C 0.323 0.191 0.007
C 1.391 -0.620 -0.428
C 0.034 -2.426 0.873
C -2.015 -0.512 0.392
C -2.122 -0.429 -1.100
C -0.549 0.013 2.323
N -0.629 -0.359 0.859
O -0.664 -3.024 1.592
O -2.920 -0.633 1.163
S 1.455 -2.386 -0.067
H 1.445 3.207 -1.133
H 3.158 1.696 -2.080
H -0.399 2.097 0.077
H 3.060 -0.738 -1.818
H -1.284 -0.724 -1.670
H -3.053 -0.917 -1.684
H -2.426 0.532 -1.467
H -0.932 -0.939 2.766
H 0.507 0.172 2.673
H -0.997 0.987 2.637
*
```

Calculated values
Max |F|   4.05 eV/Å
Highest occupied orbital energy   -13.609 eV

***

> The highest max |F| belongs to which entry?

number 5

***

> Look up the max |F| of the first one.

9.80 eV/Å

***

> Which of these has the highest max |F|?

number 5

***

> Look up the max |F| of the ninth one.

4.59 eV/Å